ORCA calculation (ωB97M-V/def2-TZVPD) on a cluster of 2 separate species, C20H35N5OPS2 in total at a distorted geometry.

Each line ends with the Löwdin charge.
CARTESIAN COORDINATES (ANGSTROEM)
N -4.286 -0.896 -0.722  -0.055
C -4.911 -1.649 0.436  -0.301
C -5.273 -3.218 0.126  -0.204
C -4.176 -4.017 -0.793  -0.192
C -2.607 -3.667 -0.469  -0.052
C -1.586 -3.594 -1.791  -0.283
P -2.139 -3.942 -3.597  0.310
S -2.172 -5.890 -3.974  0.039
C 0.032 -3.223 -1.594  0.004
C 0.617 -2.909 -0.095  -0.093
C 2.181 -2.534 0.240  -0.192
C 3.250 -2.916 -0.943  -0.119
C 3.398 -1.750 -2.119  -0.292
N 3.323 -0.255 -1.806  0.055
O 3.596 -2.170 -3.399  -0.075
C -0.423 -3.009 1.206  -0.167
N -0.047 -2.757 2.681  -0.296
S -1.540 -3.061 3.603  0.857
N -2.772 -3.458 2.386  -0.269
C -2.033 -3.399 1.068  -0.181
H -3.631 -0.199 -0.255  0.068
H -5.010 -0.263 -1.178  0.079
H -4.288 -1.512 1.445  0.104
H -5.951 -1.106 0.657  0.116
H -5.504 -3.780 1.135  0.113
H -6.294 -3.219 -0.490  0.121
H -4.494 -3.884 -1.914  0.087
H -4.319 -5.176 -0.552  0.139
H -1.286 -3.340 -4.602  -0.017
H -3.461 -3.404 -3.789  -0.030
H 0.789 -3.183 -2.498  0.098
H 2.226 -1.353 0.366  0.087
H 2.492 -3.018 1.264  0.123
H 4.316 -3.085 -0.455  0.132
H 2.946 -3.967 -1.405  0.140
H 3.659 0.306 -2.620  0.089
H 3.973 -0.006 -1.002  0.095
C 0.820 1.135 1.338  -0.091
C 1.369 2.190 2.287  -0.205
C 0.739 3.579 2.161  -0.105
N 1.212 4.504 1.024  -0.241
C 0.296 5.739 1.079  0.023
C 2.666 4.962 1.175  -0.084
C 3.481 3.979 0.369  -0.154
C 2.571 3.513 -0.751  -0.141
C 1.146 3.902 -0.374  -0.082
H 1.270 1.199 0.347  0.051
H 1.047 0.133 1.721  0.068
H -0.267 1.213 1.237  0.088
H 2.458 2.215 2.250  0.102
H 1.128 1.839 3.300  0.129
H 0.937 4.133 3.088  0.134
H -0.349 3.483 2.063  0.136
H 0.396 6.196 2.068  0.113
H -0.732 5.410 0.903  0.112
H 0.602 6.445 0.301  0.109
H 2.748 5.963 0.737  0.139
H 2.930 5.003 2.238  0.145
H 3.805 3.134 0.981  0.106
H 4.394 4.442 -0.018  0.131
H 2.671 2.434 -0.912  0.093
H 2.851 3.990 -1.695  0.126
H 0.421 3.088 -0.398  0.127
H 0.796 4.678 -1.068  0.135

Summary:
Lowest unoccupied orbital energy (eV): -3.5231
Electronic energy (a.u.): -2269.12351
Charge: +1
E_HOMO (eV): -9.76

=====

ORCA calculation (ωB97M-V/def2-TZVPD) on a structure of composition C20H36BGaIN2O9S at a distorted geometry.

Each line ends with the Löwdin charge.
CARTESIAN COORDINATES (ANGSTROEM)
C -4.033 -2.686 -1.674  -0.092
C -3.997 -1.547 -1.218  -0.223
Ga -3.520 0.376 -0.588  0.076
I -1.008 0.339 0.286  0.344
C -4.795 0.923 0.936  -0.274
C -4.187 2.254 1.591  -0.303
C -4.497 2.351 3.153  -0.220
C -3.490 1.519 4.059  -0.202
C -2.553 2.479 4.906  -0.207
C -1.203 2.739 4.099  -0.245
C 0.009 2.541 5.139  -0.484
S 1.536 3.408 4.563  0.889
C 1.895 2.959 2.852  -0.597
N 2.494 1.809 2.418  0.048
N 2.580 1.934 1.063  0.005
C 2.068 3.129 0.700  -0.136
O 1.598 3.830 1.795  -0.010
C -3.730 1.685 -2.147  -0.156
B -2.391 2.547 -2.275  -0.762
O -2.333 3.812 -1.589  0.044
O -1.293 2.105 -3.072  0.034
H -3.753 -3.689 -2.079  0.019
H -4.933 0.095 1.701  0.055
H -5.784 1.225 0.477  0.053
H -3.066 2.320 1.484  0.039
H -4.691 3.122 1.085  0.103
H -4.398 3.452 3.417  0.095
H -5.566 2.046 3.385  0.106
H -2.864 0.859 3.391  0.097
H -4.073 0.857 4.770  0.103
H -3.006 3.498 5.101  0.107
H -2.279 2.013 5.899  0.099
H -1.010 1.991 3.274  0.074
H -1.096 3.798 3.716  0.107
H 0.176 1.459 5.396  0.088
H -0.279 3.051 6.114  0.080
H 2.036 3.513 -0.353  0.148
H -3.866 1.151 -3.144  0.056
H -4.643 2.346 -2.013  0.055
H -1.931 3.595 -0.720  0.078
H -0.664 1.655 -2.473  0.037
C -0.233 -0.734 -4.393  -0.050
C -0.650 -1.793 -3.392  -0.197
O -0.523 -3.112 -3.956  0.038
C 0.716 -3.600 -4.019  -0.599
O 1.719 -3.048 -3.645  0.117
O 0.660 -4.811 -4.600  -0.004
C 1.937 -5.403 -4.819  -0.057
H -0.788 -0.852 -5.328  0.085
H -0.417 0.263 -3.998  0.051
H 0.827 -0.817 -4.638  0.074
H -1.704 -1.662 -3.140  0.105
H -0.085 -1.716 -2.460  0.104
H 2.522 -5.438 -3.899  0.094
H 2.474 -4.855 -5.595  0.096
H 1.775 -6.424 -5.164  0.088
C 3.314 -1.228 -0.987  -0.063
C 4.445 -0.537 -0.252  -0.212
O 5.024 -1.404 0.740  0.039
C 5.846 -2.346 0.277  -0.600
O 6.150 -2.526 -0.877  0.115
O 6.263 -3.085 1.320  -0.003
C 7.075 -4.196 0.951  -0.058
H 2.576 -1.611 -0.278  0.083
H 2.821 -0.536 -1.672  0.080
H 3.676 -2.079 -1.562  0.067
H 4.053 0.330 0.280  0.079
H 5.212 -0.174 -0.942  0.122
H 7.917 -3.884 0.331  0.092
H 6.472 -4.942 0.430  0.097
H 7.465 -4.640 1.866  0.089

Summary:
Lowest unoccupied orbital energy (eV): 2.2273
Electronic energy (a.u.): -4215.96056
Charge: -1
E_HOMO (eV): -5.70

=====

ORCA calculation (ωB97M-V/def2-TZVPD) on a cluster of 2 separate species, C20H36Br2Cl2IO9P2 in total at a distorted geometry.

Each line ends with the Löwdin charge.
CARTESIAN COORDINATES (ANGSTROEM)
C 4.625 -2.092 1.390  -0.056
C 4.030 -2.505 2.755  -0.270
O 2.748 -1.953 2.976  -0.151
C 1.715 -2.888 2.730  -0.184
C 0.422 -2.083 2.480  -0.201
O 0.782 -0.993 1.662  -0.222
C -0.175 0.074 1.789  -0.253
P 0.156 1.331 0.317  0.604
C 0.488 2.651 1.713  -0.322
C 0.603 4.141 1.253  -0.302
C 0.126 5.080 2.413  -0.582
Cl -1.458 5.867 2.096  0.516
P -1.928 2.190 0.353  0.660
O -2.453 2.760 -0.932  -0.528
C -0.132 -0.014 -1.044  -0.703
Br -0.638 0.667 -2.855  0.636
C -1.100 -1.177 -0.740  -0.711
C -2.610 -0.876 -0.819  -0.193
Br -0.776 -2.553 -2.200  0.604
O 1.852 0.871 0.590  -0.293
C 2.777 1.666 0.016  -0.759
Cl 3.889 2.647 1.104  0.615
C 2.058 2.428 -1.179  -0.752
I 2.899 1.279 -2.928  0.936
C 2.473 3.868 -1.526  -0.155
C 3.997 3.928 -1.906  -0.429
C 4.546 5.457 -2.094  -0.043
O 4.281 4.327 -3.169  -0.149
O 0.728 2.352 -1.003  -0.352
H 5.461 -1.401 1.539  0.065
H 3.897 -1.579 0.755  0.076
H 5.044 -2.954 0.858  0.065
H 4.042 -3.592 2.912  0.109
H 4.684 -2.075 3.525  0.109
H 1.596 -3.589 3.568  0.123
H 1.928 -3.405 1.782  0.130
H -0.319 -2.737 1.992  0.122
H 0.015 -1.704 3.431  0.123
H -1.204 -0.325 1.776  0.073
H 0.048 0.515 2.767  0.094
H 1.391 2.428 2.291  0.067
H -0.305 2.662 2.477  0.052
H 1.665 4.361 1.142  0.058
H -0.014 4.389 0.387  0.085
H 0.850 5.897 2.483  0.057
H 0.152 4.551 3.366  0.067
H -2.045 3.245 1.297  -0.032
H -2.766 1.167 0.904  -0.024
H 0.849 -0.458 -1.224  0.026
H -0.899 -1.761 0.152  0.048
H -3.124 -1.733 -1.245  0.019
H -2.976 -0.812 0.218  0.056
H -2.863 0.073 -1.294  0.036
H 3.480 0.964 -0.428  0.016
H 2.480 4.556 -0.683  0.091
H 2.041 4.256 -2.447  0.131
H 4.671 3.225 -1.433  0.086
H 5.263 5.888 -2.807  0.097
H 5.395 5.154 -1.386  0.065
C -6.826 -5.391 -3.204  -0.028
C -6.010 -4.866 -2.047  -0.340
C -5.211 -3.627 -2.366  -0.097
O -4.096 -3.744 -1.481  0.017
C -3.917 -5.068 -1.227  -0.552
O -2.970 -5.532 -0.687  0.166
O -4.979 -5.793 -1.683  0.079
H -7.411 -6.258 -2.894  0.083
H -7.510 -4.628 -3.578  0.089
H -6.178 -5.720 -4.017  0.091
H -6.649 -4.711 -1.173  0.157
H -5.763 -2.710 -2.167  0.142
H -4.838 -3.603 -3.393  0.145

Summary:
Lowest unoccupied orbital energy (eV): 2.1692
Electronic energy (a.u.): -8509.45083
Charge: -1
E_HOMO (eV): -5.26

=====

ORCA calculation (ωB97M-V/def2-TZVPD) on a structure of composition C20H36FeGeNO5Si2 at a distorted geometry.

Each line ends with the Löwdin spin population.
CARTESIAN COORDINATES (ANGSTROEM)
Fe 0.050 -0.525 0.122  1.227
O 1.832 -2.688 1.109  0.003
C 0.855 -3.473 1.751  0.000
C -0.142 -2.673 2.551  0.001
N -0.809 -1.583 1.847  -0.004
C -0.752 -0.428 2.756  0.003
C 0.750 -0.118 2.881  0.001
O 1.246 0.162 3.961  0.000
O 1.398 -0.321 1.770  0.004
C -2.125 -1.956 1.360  -0.001
C -2.703 -0.916 0.404  0.000
O -3.922 -0.855 0.300  0.002
O -1.838 -0.257 -0.273  -0.016
H 1.871 -1.822 1.517  0.000
H 0.356 -4.074 0.981  0.000
H 1.323 -4.171 2.463  0.000
H -0.897 -3.363 2.954  0.000
H 0.376 -2.242 3.411  0.000
H -1.253 0.449 2.316  0.001
H -1.190 -0.637 3.739  0.000
H -2.001 -2.876 0.778  0.000
H -2.840 -2.152 2.169  0.000
C 3.425 0.562 -0.432  -0.015
Si 1.723 0.525 -1.245  -0.074
C 1.438 2.262 -1.911  -0.010
C 2.003 -0.452 -2.870  -0.008
C 2.957 -0.094 -3.832  -0.001
C 3.051 -0.767 -5.040  0.000
C 2.175 -1.816 -5.314  0.000
C 1.234 -2.182 -4.364  -0.002
C 1.144 -1.514 -3.135  -0.009
Si -0.123 -1.975 -1.788  -0.073
C -1.803 -1.789 -2.633  -0.008
C 0.093 -3.862 -1.694  -0.016
H 4.145 0.987 -1.139  -0.003
H 3.751 -0.443 -0.158  0.000
H 3.418 1.167 0.476  0.000
H 2.270 2.529 -2.571  -0.002
H 1.340 2.983 -1.098  0.000
H 0.507 2.307 -2.479  0.000
H 3.636 0.731 -3.636  0.000
H 3.795 -0.472 -5.774  0.000
H 2.228 -2.339 -6.264  0.000
H 0.559 -3.003 -4.589  0.000
H -1.801 -2.322 -3.589  -0.002
H -2.011 -0.733 -2.810  0.000
H -2.625 -2.171 -2.021  0.000
H 0.062 -4.254 -2.714  -0.003
H -0.704 -4.355 -1.127  0.000
H 1.047 -4.128 -1.244  0.000
C -2.855 4.611 0.881  0.000
Ge -1.506 3.653 1.970  0.001
C -2.584 2.807 3.437  0.000
C -0.475 5.033 2.961  0.000
C -0.372 2.635 0.896  0.004
H -3.454 5.310 1.472  0.000
H -3.529 3.891 0.413  0.000
H -2.343 5.161 0.090  0.000
H -3.101 3.541 4.066  0.000
H -1.910 2.223 4.069  0.000
H -3.326 2.128 3.011  0.000
H -1.110 5.727 3.520  0.000
H 0.135 5.595 2.253  0.000
H 0.196 4.538 3.667  0.000
H 0.522 2.210 1.351  0.000
H -0.807 2.077 0.072  0.001

Summary:
Lowest unoccupied orbital energy (alpha / beta) (eV): 4.7238 / 4.7396
Electronic energy (a.u.): -5134.26072
Charge: -2
E_HOMO (alpha / beta) (eV): 0.17 / 0.17
Spin multiplicity: 2

=====

ORCA calculation (ωB97M-V/def2-TZVPD) on the ion C20H36IN2O4S with charge +1.

Each line ends with the Löwdin charge.
CARTESIAN COORDINATES (ANGSTROEM)
C 3.907 -3.061 1.241  -0.144
C 4.364 -1.682 1.678  -0.524
S 3.053 -0.469 1.985  0.922
C 1.911 -0.752 0.600  -0.385
C 1.412 0.552 0.073  -0.152
C 0.150 1.093 0.450  -0.015
C -0.695 0.377 1.475  -0.140
O -1.170 -0.834 0.929  -0.104
C -2.478 -1.218 1.355  -0.224
O -2.708 -1.069 2.716  -0.093
C -2.076 -2.033 3.570  -0.145
C -1.278 -1.344 4.676  -0.214
O 0.091 -1.726 4.741  -0.062
C -0.236 2.271 -0.152  -0.102
C -1.559 2.950 0.054  -0.114
C -2.296 3.173 -1.286  -0.176
C -2.428 1.910 -2.121  -0.189
C -3.064 0.767 -1.347  -0.178
C -3.236 -0.484 -2.167  -0.231
O -3.880 -1.441 -1.354  -0.202
C -4.144 -2.652 -2.031  -0.093
C 0.676 2.883 -1.026  -0.009
N 1.845 2.390 -1.321  0.145
N 2.175 1.237 -0.778  -0.039
C 3.511 0.713 -1.171  -0.187
C 4.271 1.642 -2.074  -0.255
C 3.843 1.727 -3.561  -0.612
I 2.212 0.502 -4.174  0.830
H 3.181 -3.497 1.922  0.080
H 3.509 -3.082 0.231  0.063
H 4.772 -3.720 1.236  0.083
H 5.088 -1.295 0.965  0.068
H 4.883 -1.778 2.627  0.076
H 2.379 -1.315 -0.199  0.083
H 1.064 -1.340 0.916  0.078
H -0.072 0.181 2.351  0.130
H -1.492 1.030 1.816  0.130
H -3.214 -0.602 0.845  0.118
H -2.588 -2.257 1.058  0.144
H -1.444 -2.710 2.998  0.129
H -2.880 -2.595 4.035  0.128
H -1.366 -0.263 4.553  0.116
H -1.702 -1.577 5.647  0.120
H 0.413 -1.866 3.848  0.056
H -2.207 2.348 0.676  0.103
H -1.378 3.919 0.513  0.138
H -3.292 3.517 -1.018  0.123
H -1.825 3.969 -1.855  0.108
H -3.050 2.146 -2.984  0.124
H -1.464 1.593 -2.523  0.111
H -4.026 1.066 -0.932  0.140
H -2.422 0.504 -0.503  0.075
H -3.837 -0.280 -3.059  0.134
H -2.263 -0.872 -2.484  0.131
H -5.112 -2.621 -2.532  0.092
H -4.157 -3.458 -1.305  0.087
H -3.377 -2.870 -2.775  0.087
H 0.434 3.819 -1.499  0.141
H 4.058 0.591 -0.237  0.100
H 3.388 -0.273 -1.605  0.087
H 5.298 1.286 -2.052  0.119
H 4.290 2.644 -1.663  0.112
H 4.686 1.492 -4.195  0.039
H 3.556 2.742 -3.799  0.036

Summary:
Lowest unoccupied orbital energy (eV): -3.8050
Electronic energy (a.u.): -1889.72829
Charge: +1
E_HOMO (eV): -12.09

=====

ORCA calculation (ωB97M-V/def2-TZVPD) on a cluster of 8 separate species, C20H36IN7O2PSi in total at a distorted geometry.

Each line ends with the Löwdin charge.
CARTESIAN COORDINATES (ANGSTROEM)
C 3.107 1.794 2.057  -0.161
Si 1.953 0.428 1.467  0.387
C 2.370 -1.127 2.427  -0.151
C 2.206 0.118 -0.354  -0.158
O 0.411 0.849 1.856  -0.259
C -0.206 1.860 1.064  -0.333
C -1.511 2.336 1.660  -0.312
C -2.711 1.437 1.328  -0.462
P -2.405 -0.218 1.380  0.536
O -3.937 -0.882 1.570  -0.451
I -1.785 -1.118 -1.095  0.151
H 2.780 2.101 3.049  0.027
H 3.008 2.639 1.380  -0.002
H 4.130 1.430 2.078  0.027
H 1.729 -1.234 3.299  0.027
H 2.315 -2.010 1.796  0.010
H 3.398 -1.051 2.782  0.020
H 2.880 0.856 -0.785  0.026
H 1.278 0.065 -0.918  -0.009
H 2.721 -0.832 -0.474  -0.001
H 0.476 2.717 0.983  0.099
H -0.393 1.524 0.043  0.072
H -1.410 2.516 2.732  0.097
H -1.698 3.316 1.211  0.087
H -3.502 1.585 2.068  0.008
H -4.224 -1.131 0.683  -0.023
C -6.600 1.222 1.963  -0.078
C -7.158 2.400 1.319  -0.290
N -7.599 3.332 0.816  0.107
H -6.582 1.350 3.044  0.083
H -7.198 0.340 1.740  0.080
H -5.578 1.030 1.633  0.039
C 2.624 5.837 -0.463  -0.099
C 3.860 5.087 -0.331  -0.299
N 4.833 4.487 -0.227  0.128
H 2.828 6.901 -0.503  0.044
H 2.082 5.553 -1.364  0.083
H 1.973 5.654 0.390  0.078
C -1.663 -3.854 -3.781  -0.123
C -0.551 -3.953 -4.710  -0.274
N 0.331 -4.030 -5.442  0.113
H -1.314 -3.754 -2.753  0.001
H -2.281 -2.985 -3.998  0.065
H -2.288 -4.738 -3.837  0.037
C 2.949 -2.849 -3.678  -0.082
C 3.778 -1.888 -2.969  -0.279
N 4.432 -1.131 -2.410  0.134
H 3.532 -3.387 -4.423  0.078
H 2.524 -3.574 -2.986  0.074
H 2.125 -2.352 -4.184  0.065
C 4.670 6.784 3.503  -0.062
C 3.985 7.427 2.395  -0.259
N 3.452 7.934 1.515  0.145
H 5.252 5.937 3.145  0.085
H 5.342 7.484 3.995  0.080
H 3.952 6.422 4.236  0.084
C 0.955 -5.304 0.931  -0.074
C 0.373 -4.260 0.102  -0.260
N -0.089 -3.410 -0.517  0.022
H 0.952 -5.006 1.978  0.081
H 0.388 -6.229 0.836  0.077
H 1.984 -5.501 0.635  0.076
C -5.588 -5.921 -3.435  -0.069
C -4.453 -5.632 -2.573  -0.271
N -3.555 -5.404 -1.898  0.162
H -5.555 -5.304 -4.331  0.082
H -5.584 -6.966 -3.737  0.079
H -6.523 -5.717 -2.916  0.081

Summary:
Lowest unoccupied orbital energy (eV): 2.1446
Electronic energy (a.u.): -2246.01331
Charge: -1
E_HOMO (eV): -2.80